No. 1
Below is one molecule with the formula C2H2O3S at a distorted geometry, with properties calculated with ωB97M-V with the def2-TZVPD basis set.

Each line ends with the Löwdin charge.
Element x y z (Å)
C1 -0.91769 -0.32024 -0.05452  -0.51
C2 0.54377 0.00108 0.08512  -0.84
H1 -1.93038 -1.83939 0.09299  0.18
H2 0.64214 -1.69282 0.88393  0.14
O1 -1.10414 -1.52313 0.61157  0.04
O2 -1.78085 0.18988 -0.72592  0.13
O3 1.25941 -0.96659 0.58013  0.04
S1 1.03353 1.49037 -0.30542  0.82

Net charge   0
Energy above the lowest of the compared OMol25 structures with the same formula, charge and spin   23.0 kcal per mole
Frontier orbital gap   8.375 eV
E_HOMO   -9.31 eV
SMILES string   O=C(O)C(O)=S

No. 2
Below is C21H31As2BrN3O4STl as an isolated structure, with properties calculated with ωB97M-V with the def2-TZVPD basis set.

Each line ends with the Löwdin charge.
Element x y z (Å)
Tl1 -0.24328 -0.55279 -0.43182  0.77
C1 4.47892 -0.39263 -0.54066  -0.33
As1 2.77408 0.07016 0.35433  1.11
C2 3.18256 1.96930 0.69359  -0.28
C3 3.08897 -0.69304 2.13623  -0.42
C4 4.29313 -1.31326 2.45122  -0.12
C5 4.49527 -1.91362 3.68523  -0.09
C6 3.47019 -1.91732 4.61585  -0.08
C7 2.26052 -1.31500 4.30455  -0.11
C8 2.05168 -0.69083 3.08022  -0.42
As2 0.33258 0.15433 2.63333  1.14
C9 -0.71255 -0.31609 4.24057  -0.31
C10 0.79457 1.98659 3.22521  -0.27
H1 5.34424 0.03743 -0.03845  0.03
H2 4.43794 0.00126 -1.55635  0.02
H3 4.58828 -1.47491 -0.60528  0.02
H4 3.57783 2.11109 1.69748  0.03
H5 2.26856 2.55190 0.57608  0.00
H6 3.91290 2.31740 -0.03590  0.02
H7 5.09221 -1.34943 1.72189  0.08
H8 5.44190 -2.38752 3.91065  0.10
H9 3.60520 -2.39789 5.57642  0.10
H10 1.46059 -1.35312 5.03207  0.08
H11 -0.23333 0.03642 5.15282  0.02
H12 -0.86852 -1.39327 4.29013  0.02
H13 -1.68530 0.16925 4.15486  0.02
H14 1.81517 2.02603 3.60141  0.03
H15 0.11126 2.30096 4.01318  0.02
H16 0.69030 2.67156 2.38546  0.00
Br1 -5.67543 0.60100 -0.77165  0.70
C11 -4.49602 2.09752 -0.83313  -0.66
C12 -4.95788 3.32190 -1.28372  -0.20
N1 -4.15705 4.37438 -1.39370  0.07
C13 -2.87879 4.23534 -1.05441  -0.08
C14 -2.33685 3.05474 -0.55479  -0.10
C15 -3.17563 1.95391 -0.44453  -0.08
C16 -0.84349 2.99002 -0.18424  -0.64
O1 -0.20850 4.03830 -0.25606  0.02
O2 -0.40262 1.85188 0.18054  -0.32
H17 -5.99681 3.46283 -1.55800  0.10
H18 -2.23945 5.09970 -1.18133  0.12
H19 -2.80640 1.02399 -0.03474  0.08
O3 -2.09189 -1.70198 -2.44387  -0.67
S1 -2.49081 -0.50790 -3.25194  0.88
C17 -2.97948 -1.12788 -4.90626  -0.31
C18 -2.42464 -0.10231 -5.87610  -0.25
C19 -0.96889 0.11267 -5.46811  -0.23
C20 -0.94252 0.24163 -3.94519  -0.31
H20 -4.06362 -1.21922 -4.94389  0.09
H21 -2.52257 -2.11105 -5.02447  0.10
H22 -2.98466 0.83105 -5.77388  0.12
H23 -2.50326 -0.43189 -6.91224  0.12
H24 -0.55603 0.99870 -5.94980  0.11
H25 -0.36551 -0.74277 -5.77599  0.11
H26 -0.93736 1.28270 -3.62014  0.09
H27 -0.10602 -0.28017 -3.48490  0.06
N2 -0.66066 -4.40108 -0.07391  0.17
C21 -0.99400 -3.33957 0.71141  -0.76
N3 -2.30788 -2.96874 0.66651  0.16
O4 -0.17899 -2.77587 1.43838  -0.10
H28 -1.26016 -4.69426 -0.82435  0.10
H29 0.30990 -4.65138 -0.12104  0.11
H30 -2.86939 -3.17279 -0.14301  0.10
H31 -2.56222 -2.15347 1.19584  0.10

Net charge   0
Frontier orbital gap   8.110 eV
E_HOMO   -8.07 eV

No. 3
Below is a 2-piece molecular cluster, C5H8O overall, with properties calculated with ωB97M-V with the def2-TZVPD basis set.

Each line ends with the Löwdin charge.
Element x y z (Å)
C1 -1.66260 -1.45023 -0.82655  -0.08
C2 -2.04741 -0.20023 -0.58753  -0.12
C3 0.26283 1.45759 0.03110  -0.02
C4 0.98064 0.75807 1.19799  -0.17
C5 1.96566 0.28104 0.13265  -0.16
O1 1.21383 1.07546 -0.82065  -0.09
H1 -1.31940 -1.76123 -1.81049  0.05
H2 -1.68766 -2.21657 -0.05506  0.04
H3 -2.39715 0.11762 0.39197  0.05
H4 -2.02653 0.56721 -1.35517  0.05
H5 0.42212 0.01557 1.77249  0.10
H6 1.37295 1.52108 1.87715  0.11
H7 3.00691 0.60981 0.19775  0.12
H8 1.91582 -0.77518 -0.14564  0.12

Net charge   0
Energy above the lowest of the compared OMol25 structures with the same formula, charge and spin   107.3 kcal per mole
Frontier orbital gap   9.478 eV
E_HOMO   -8.55 eV

No. 4
Below is a 3-piece molecular cluster, C25H48N4O2PS2 overall at a distorted geometry, with properties calculated with ωB97M-V with the def2-TZVPD basis set.

Each line ends with the Mulliken spin population.
Element x y z (Å)
C1 3.11995 4.45820 -2.78232  0.00
C2 2.16733 3.19907 -3.04938  0.00
S1 2.37785 2.41173 -4.72674  0.00
C3 3.31333 0.84892 -4.36812  0.00
C4 4.70375 1.24085 -3.62279  0.00
C5 5.42533 2.46816 -4.23164  0.00
C6 6.73257 2.79739 -3.41141  0.00
C7 6.91985 1.81621 -2.24481  0.00
N1 6.13384 0.70639 -1.87396  0.00
P1 6.50545 -0.38079 -0.47716  0.00
S2 8.07507 0.14278 0.51996  0.00
N2 5.02362 0.40941 -2.55719  0.00
H1 3.29342 5.05189 -3.75464  0.00
H2 4.17061 4.16475 -2.41035  0.00
H3 2.67920 5.15567 -1.98189  0.00
H4 1.07807 3.52963 -2.96678  0.00
H5 2.36721 2.43375 -2.21926  0.01
H6 2.66627 0.23999 -3.63313  0.00
H7 3.48584 0.17877 -5.27075  0.00
H8 5.08391 3.09206 -5.11290  0.00
H9 7.41308 3.67501 -3.66267  0.00
H10 7.83656 2.01728 -1.57807  0.00
H11 5.33918 -0.26041 0.37589  0.00
H12 6.50776 -1.75408 -0.91882  0.00
C8 -1.18220 2.82885 3.06458  0.01
C9 -0.57265 2.43439 1.70007  0.04
C10 -0.93573 0.97504 1.35427  0.01
C11 -0.13353 -0.05503 2.13288  -0.02
C12 1.36187 0.20513 1.98969  0.03
C13 1.76106 1.64495 2.37679  0.03
N3 0.90318 2.68078 1.71723  0.34
O1 1.31395 2.78682 0.42599  0.57
C14 1.69751 1.78931 3.91845  0.01
C15 3.26530 1.83993 2.05888  -0.01
C16 -1.32947 3.35358 0.70352  -0.01
H13 -0.84187 2.22302 3.90003  0.00
H14 -0.96807 3.87594 3.29965  -0.01
H15 -2.27016 2.71548 3.04889  0.00
H16 -0.77210 0.79724 0.28417  0.01
H17 -2.00231 0.80123 1.52794  0.00
H18 -0.43067 -0.04999 3.18601  0.00
H19 -0.36501 -1.05576 1.75541  0.00
H20 1.91166 -0.51614 2.60392  0.00
H21 1.65259 0.00337 0.95084  0.01
H22 1.72479 2.84247 4.21677  -0.01
H23 2.55416 1.30352 4.39450  0.00
H24 0.82385 1.32279 4.36705  0.00
H25 3.50261 1.65307 1.00753  0.01
H26 3.88083 1.14425 2.63696  0.00
H27 3.59234 2.85345 2.31155  0.00
H28 -1.08703 4.40667 0.87279  0.00
H29 -2.41102 3.24243 0.82263  0.00
H30 -1.10918 3.11391 -0.33979  0.00
C17 -3.67047 -5.38534 0.69729  0.01
C18 -3.80102 -3.93094 1.20392  0.03
C19 -5.24953 -3.65095 1.65651  0.02
C20 -6.22235 -3.45256 0.50257  -0.02
C21 -5.70965 -2.38190 -0.45410  0.01
C22 -4.27909 -2.66215 -0.96030  0.03
N4 -3.32472 -2.98469 0.14806  0.33
O2 -3.00656 -1.81699 0.76329  0.59
C23 -4.32503 -3.82026 -1.98940  0.01
C24 -3.81118 -1.44806 -1.80486  0.00
C25 -2.90519 -3.92249 2.47219  -0.01
H31 -4.30695 -5.62392 -0.15054  0.00
H32 -2.63706 -5.60897 0.41510  -0.01
H33 -3.95386 -6.09444 1.48083  0.00
H34 -5.27339 -2.75051 2.28250  0.00
H35 -5.60915 -4.46766 2.29089  0.00
H36 -6.38656 -4.39846 -0.02266  0.00
H37 -7.19727 -3.14974 0.89694  0.00
H38 -6.39850 -2.29940 -1.30122  0.00
H39 -5.74095 -1.41280 0.05848  0.00
H40 -3.32228 -4.21615 -2.18175  -0.01
H41 -4.71910 -3.47685 -2.95010  0.00
H42 -4.97374 -4.64251 -1.69640  0.00
H43 -3.83527 -0.50960 -1.24592  0.00
H44 -4.46258 -1.30233 -2.67108  0.00
H45 -2.79412 -1.60031 -2.18038  0.00
H46 -1.85361 -4.08125 2.21595  0.00
H47 -3.20044 -4.72227 3.15759  0.00
H48 -2.98410 -2.98985 3.03633  0.00

Net charge   +1
Expectation value of S²   2.0090
Frontier orbital gap (spin up / spin down)   5.045 / 5.704 eV
E_HOMO (spin up / spin down)   -10.46 / -11.12 eV
Multiplicity   3